ORCA calculation (wB97M-V/def2-TZVPD) on a cluster of 2 separate species, C23H25O3 in total.

The geometry in XYZ format:
```
51
Properties=species:S:1:pos:R:3:forces:R:3
O -4.041468 -0.329205 0.049342 0.757 -0.074 0.233
O 1.514375 -1.586793 1.891258 0.568 -0.472 0.454
O 6.154742 1.639537 -1.240869 -1.303 -0.577 0.129
C -4.863579 0.576900 -0.634762 0.139 0.114 -0.659
C -4.578303 1.942549 -0.697718 0.045 -0.334 -0.339
C 6.213882 3.054724 -0.959844 -0.100 -0.077 -0.241
C 1.460285 -1.224547 -0.246634 0.347 0.559 -1.908
C -1.799293 0.644922 0.047778 0.228 -0.050 -0.216
C 0.088019 -0.839707 -0.405924 -1.110 0.153 0.106
C 3.853937 -1.084652 -0.683365 -0.205 0.163 -0.086
C 2.586634 -0.425743 -0.606359 0.309 -0.113 0.283
C 4.955211 1.003902 -1.169934 0.467 0.422 0.393
C -5.119324 2.675647 -1.760249 -0.284 -0.014 0.242
C -0.428004 0.422905 -0.023407 0.010 -0.228 -0.073
C 5.000377 -0.403013 -0.996430 0.191 0.359 -0.154
C 0.466446 -2.118194 2.760219 -0.450 -0.068 -0.360
C 3.701251 1.665360 -1.225197 0.082 -0.167 -0.017
C -6.029900 2.086100 -2.641242 0.233 -0.001 0.061
C -2.196373 -1.630186 -0.730202 -0.287 0.304 -0.119
C -5.898382 0.014902 -1.390462 0.581 0.153 -0.195
C -0.306302 -0.920977 3.235274 -0.197 0.442 0.226
C -2.678607 -0.403728 -0.244349 -0.934 0.058 0.346
C 2.539865 0.948435 -0.987151 0.243 -0.022 0.154
C -6.435719 0.764553 -2.434837 -0.267 0.163 0.284
C 1.019472 -2.975596 3.876126 0.227 0.123 0.090
C -0.837093 -1.817394 -0.861810 0.420 -0.057 0.634
H 5.776522 3.285065 0.022428 0.102 -0.183 -0.274
H 5.701744 3.629364 -1.743836 0.228 -0.120 0.194
H 0.388981 -0.176916 3.641889 -0.158 -0.105 0.003
H -2.183282 1.615152 0.356778 0.226 -0.422 0.032
H -2.905620 -2.418074 -0.987643 0.195 0.303 0.014
H 1.479170 -3.886798 3.483282 0.059 0.067 0.088
H -7.168401 0.303720 -3.097762 0.133 0.175 0.215
H 0.200688 -3.274026 4.538076 0.105 0.003 -0.146
H -0.860681 -0.467423 2.408891 0.095 -0.031 0.191
H 5.964905 -0.896004 -1.098544 -0.220 0.072 0.160
H 0.251616 1.219711 0.280182 -0.305 -0.322 0.157
H 2.203492 -2.265522 1.822610 -0.058 0.198 0.228
H -0.450872 -2.744872 -1.289898 -0.161 0.140 0.299
H 3.899172 -2.165030 -0.525105 0.012 0.322 0.056
H 1.745481 -2.417988 4.476860 -0.038 -0.095 -0.086
H -6.423876 2.659318 -3.483037 0.132 -0.212 0.291
H 3.653473 2.728462 -1.479738 -0.021 -0.481 0.120
H -4.810264 3.713121 -1.894394 -0.227 -0.246 0.074
H -6.192402 -1.017803 -1.203932 0.210 0.211 -0.210
H 1.580992 1.450028 -1.116470 0.390 -0.153 0.075
H 1.657559 -2.292086 -0.272469 -0.153 0.112 -0.039
H -3.919868 2.399444 0.041758 -0.157 -0.082 -0.458
H 7.282355 3.274575 -0.958883 -0.259 0.099 -0.010
H -0.190827 -2.740832 2.142646 0.037 -0.014 -0.082
H -1.022231 -1.195284 4.017055 0.121 0.005 -0.159
```
Positions in Å, forces in eV/Å.

Computed properties:
Net charge: +1
Maximum force (Eh/bohr): 0.0392
Frontier orbital gap (hartree): 0.2346
DFT total energy (eV): -30390.7476
HOMO level (eV): -11.11

ORCA calculation (wB97M-V/def2-TZVPD) on a structure of composition C23H26BiN6.

The geometry in XYZ format:
```
56
Properties=species:S:1:pos:R:3:forces:R:3
Bi 0.507838 -0.393154 1.393213 0.037 -0.107 -0.102
N 1.493450 0.110628 -0.382926 0.020 0.024 0.041
N -0.731819 0.798541 3.198160 -0.031 0.079 0.109
N 0.444007 1.977190 1.208478 0.106 -0.068 -0.156
N -3.858272 -0.604415 -1.137092 0.004 0.006 -0.004
N -1.706824 -0.417606 0.191618 0.025 0.016 -0.036
N -0.144698 2.742492 1.983704 -0.039 0.151 0.057
C -1.549593 2.348253 5.342138 -0.003 -0.001 -0.001
C 4.409461 -2.842791 -1.135792 0.004 -0.007 -0.004
C -4.167891 -0.757109 0.323422 -0.006 -0.003 -0.009
C 1.867488 4.178648 -1.384524 -0.058 0.039 0.085
C 3.070922 -3.119660 -1.352607 -0.018 0.001 -0.001
C -2.030829 0.887914 -0.442537 -0.012 0.035 -0.011
C 3.851246 -0.598014 -0.459330 0.010 -0.040 -0.009
C 2.505107 -0.874770 -0.694403 -0.022 0.048 0.012
C -1.592468 0.964375 5.415620 -0.008 -0.001 0.016
C -1.175744 0.221030 4.320810 0.017 0.023 -0.039
C 1.651291 1.450868 -0.753359 0.000 -0.114 -0.072
C -1.564195 -1.437224 -0.885035 0.008 -0.017 -0.025
C 1.178094 3.808973 -0.255382 0.002 0.095 -0.031
C 2.112904 -2.132457 -1.138846 0.039 -0.006 0.001
C -1.084610 2.953769 4.177505 -0.003 -0.019 0.005
C 4.797471 -1.581128 -0.693067 -0.010 0.019 0.005
C 1.065692 2.445541 0.053303 -0.068 -0.029 0.127
C -2.919859 -1.690773 -1.573958 -0.013 0.006 0.008
C 2.346757 1.847539 -1.890860 0.010 0.005 -0.011
C -0.673810 2.132786 3.147962 -0.051 -0.047 0.039
C 2.446417 3.195683 -2.193737 0.043 -0.080 -0.058
C -3.238109 0.738788 -1.393038 -0.016 -0.013 0.008
C -2.826579 -0.814530 1.084646 -0.006 -0.011 0.045
H 0.735148 4.541954 0.404912 0.008 0.013 -0.016
H -2.854796 -0.137975 1.935766 0.003 -0.001 0.009
H -1.015611 4.027452 4.068803 0.001 0.001 -0.004
H -2.631189 -1.822060 1.452943 0.003 -0.002 -0.013
H 1.074584 -2.333639 -1.371937 -0.021 0.015 0.003
H 4.155577 0.378987 -0.103099 -0.004 0.003 0.003
H 5.155559 -3.604993 -1.312928 -0.001 -0.002 0.001
H -2.837776 -1.654779 -2.658268 -0.001 -0.003 0.000
H -0.823262 -1.068036 -1.592672 0.015 -0.005 0.006
H -1.160592 1.233618 -0.998564 -0.001 0.007 -0.003
H 1.970702 5.221984 -1.646298 -0.010 0.008 0.019
H -2.246307 1.607239 0.346970 0.005 -0.010 0.009
H -4.750054 -1.667262 0.452333 -0.002 0.004 0.009
H -3.365506 -2.642212 -1.289440 0.005 0.000 0.006
H 5.843202 -1.367100 -0.518285 0.001 -0.003 -0.001
H -1.866564 2.953379 6.181340 0.000 -0.001 0.002
H -3.995354 1.499156 -1.213443 0.008 0.009 -0.006
H -1.940721 0.459421 6.305800 0.002 -0.001 0.001
H -4.726905 -0.678259 -1.671477 0.000 -0.002 0.000
H -1.193923 -2.366894 -0.451535 0.006 0.002 -0.010
H 2.989727 3.494575 -3.080835 -0.001 -0.010 -0.005
H -2.951984 0.772671 -2.442587 0.007 -0.010 0.001
H -4.780231 0.092726 0.618945 0.006 0.006 -0.005
H -1.195981 -0.862883 4.344337 -0.002 -0.005 0.008
H 2.767453 -4.095190 -1.707189 0.005 -0.004 0.002
H 2.808358 1.104131 -2.526480 0.006 0.006 -0.002
```
Positions in Å, forces in eV/Å.

Computed properties:
Net charge: +3
Maximum force (Eh/bohr): 0.0039
Frontier orbital gap (hartree): 0.1993
DFT total energy (eV): -39026.0324
HOMO level (eV): -16.33
Relative energy (zero: lowest compared OMol25 entry of this formula, charge and spin) (eV): 0.008

ORCA calculation (wB97M-V/def2-TZVPD) on a structure of composition C23H26BrN3O2SeV.

The geometry in XYZ format:
```
57
Properties=species:S:1:pos:R:3:forces:R:3
Br 0.954447 -0.918161 -4.036403 0.103 -0.183 0.201
Se 0.488008 -2.214504 0.277294 0.280 -0.146 0.018
V 0.763648 -0.420626 -1.618985 -3.826 -1.217 -0.574
O 1.009271 0.765637 0.883984 0.008 0.259 -0.056
O 4.266666 3.871487 -1.545334 0.129 0.130 0.021
N -0.371215 2.483924 1.493418 0.064 0.001 0.098
N 2.724658 0.104467 -1.285709 0.862 0.371 0.209
N 0.513585 0.989283 3.084141 -0.118 0.056 0.122
C 4.542807 1.553844 -0.938521 0.057 0.242 -0.021
C -0.619270 2.844722 0.107359 0.022 0.153 0.105
C -4.305633 0.352438 0.043925 0.171 -0.046 -0.021
C -4.983438 1.105489 -0.911130 0.136 -0.058 -0.007
C 0.410650 1.384623 1.753981 0.035 -0.220 -0.060
C 0.264703 -3.917709 -0.556495 -0.089 -0.093 -0.156
C 2.477619 2.384360 -1.877414 -0.041 0.048 -0.175
C -0.153217 -5.348572 -2.475875 0.015 0.114 0.094
C 3.771775 2.605055 -1.456276 0.025 -0.071 0.013
C -4.327404 1.443734 -2.090630 0.094 -0.020 -0.009
C -2.324278 0.291053 -1.355825 0.578 -0.280 0.054
C 1.494938 -0.070280 3.320949 -0.105 0.104 0.049
C 3.979526 0.304094 -0.869426 -0.494 -0.072 -0.169
C 0.213177 -6.339473 -0.329850 0.005 0.120 0.016
C -0.545299 3.566861 2.443857 -0.050 -0.118 -0.096
C -0.010355 -4.079330 -1.920514 -0.026 -0.158 0.088
C -0.928929 -0.090074 -1.564727 1.461 0.339 -0.053
C -0.706081 0.854051 3.876936 0.089 -0.044 -0.094
C -0.041296 -6.489038 -1.689114 0.012 0.099 0.038
C 1.973824 1.098044 -1.768883 0.834 0.673 0.475
C -3.015001 1.043179 -2.309980 -0.158 0.121 -0.113
C 0.365131 -5.074185 0.226157 -0.006 -0.088 -0.052
C -2.992278 -0.053052 -0.173759 -0.184 0.023 0.110
H 5.556734 1.723521 -0.591975 -0.013 0.020 -0.027
H -1.602349 3.751130 2.659163 -0.011 -0.027 -0.016
H -0.120902 -3.209610 -2.554129 0.036 0.037 -0.020
H -4.842427 2.028161 -2.845359 0.018 -0.018 0.006
H 0.038995 3.667828 -0.197978 -0.013 -0.008 0.009
H -0.938688 -0.204681 4.024307 0.001 -0.006 -0.016
H -2.456301 -0.647690 0.557974 -0.038 0.003 0.013
H 4.524471 -0.543956 -0.476372 -0.008 -0.079 0.015
H 0.569758 -4.970885 1.286468 0.007 -0.016 -0.036
H 2.486715 0.259591 3.019617 0.001 0.040 -0.048
H -2.498617 1.308851 -3.224298 -0.029 0.015 -0.019
H -1.550244 1.301627 3.361459 -0.027 0.071 -0.052
H 1.260123 -0.980087 2.765851 -0.048 -0.049 0.004
H -0.030037 3.355819 3.374031 0.045 -0.086 0.075
H -4.805020 0.075692 0.966574 0.020 -0.002 -0.024
H 5.170237 3.880130 -1.214095 -0.001 -0.003 0.002
H -0.125606 4.486482 2.024353 0.008 0.013 -0.014
H -0.356254 -5.439388 -3.538102 0.007 0.019 0.044
H 0.299258 -7.216202 0.303904 0.002 0.029 0.000
H -0.605371 1.324818 4.857732 0.042 0.016 0.034
H -6.008007 1.417858 -0.742455 0.047 -0.009 0.002
H 1.883852 3.198238 -2.272924 0.019 0.019 0.026
H -0.437601 1.995652 -0.540888 0.044 -0.084 -0.023
H -0.151047 -7.475839 -2.124598 -0.001 0.033 0.010
H 1.505800 -0.280256 4.391845 0.018 0.024 -0.020
H -1.658199 3.161833 -0.007249 -0.009 0.011 0.023
```
Positions in Å, forces in eV/Å.

Computed properties:
Net charge: -1
Maximum force (Eh/bohr): 0.0789
Frontier orbital gap (alpha / beta) (hartree): 0.2150 / 0.2147
DFT total energy (eV): -193915.0790
HOMO level (alpha / beta) (eV): -3.44 / -3.43
Relative energy (zero: lowest compared OMol25 entry of this formula, charge and spin) (eV): 0.972

ORCA calculation (wB97M-V/def2-TZVPD) on a structure of composition C23H26FeO5S.

The geometry in XYZ format:
```
56
Properties=species:S:1:pos:R:3:forces:R:3
Fe 3.070806 -4.746946 3.889899 0.118 -0.458 0.512
S -0.191249 0.484143 1.991750 -3.467 2.370 -3.326
O 0.013420 0.879089 3.354339 0.441 0.778 1.239
O 2.532832 -1.727918 0.223718 -1.127 2.625 2.758
O 0.185516 1.525757 0.979009 1.078 -1.746 0.704
O -0.288588 -2.168537 1.314329 0.489 0.464 0.134
O 2.557521 0.233490 1.461400 1.032 -1.598 0.346
C 0.665449 -1.321093 1.886793 2.015 -1.419 -0.896
C 1.307227 -2.160141 3.180615 2.285 1.748 -2.056
C 0.708740 -1.587186 4.414301 -0.819 0.008 1.836
C 4.312730 -4.898242 5.462461 1.444 0.159 0.422
C -2.698619 -0.090457 2.703332 -1.701 -0.821 0.414
C 4.005637 -3.529527 5.116612 2.060 0.386 0.438
C 4.400775 1.822315 1.313420 -0.026 -0.094 -0.394
C 1.140272 -4.562567 4.336056 -1.356 0.972 -1.302
C 2.045163 -5.954318 2.710163 -1.585 -0.617 0.038
C -2.589894 1.087215 0.563359 -1.041 -0.205 -1.039
C 2.017268 -0.961806 1.088473 -0.110 -2.278 -2.467
C -4.710128 0.246212 1.399367 -1.179 0.169 -0.472
C -4.075166 -0.241714 2.536434 1.380 -0.007 1.007
C -1.980379 0.503587 1.683366 2.927 0.110 1.103
C 4.410951 -3.319391 3.732486 1.955 0.275 0.545
C 4.877771 -5.548179 4.301337 1.364 -0.006 0.323
C 4.000318 0.353041 1.236376 -0.213 0.375 -0.433
C -0.170055 -2.725716 0.012948 0.097 0.532 0.022
C 1.490255 -3.675838 3.171880 -2.444 -1.457 0.463
C 4.920673 -4.588332 3.220591 1.989 0.641 0.685
C 2.043471 -4.597214 2.211472 -1.812 -0.450 -0.943
C 1.507936 -5.919455 4.076476 -1.556 -0.202 -1.357
C -3.966536 0.912683 0.424213 0.887 0.553 -0.120
H -0.034149 -2.318132 4.720619 -0.526 0.021 0.139
H 1.361963 -6.761424 4.740501 0.027 0.096 -0.084
H 0.626763 -4.199997 5.198697 0.036 0.036 0.508
H 5.398422 -4.758808 2.254044 -0.411 0.107 0.272
H -2.051642 1.659011 -0.194929 0.098 -0.220 0.449
H -4.624750 -0.671911 3.355937 -0.376 -0.154 0.134
H 4.202222 -5.368135 6.436000 -0.165 0.150 -0.220
H 0.843522 -3.053041 -0.248472 -0.332 0.137 0.248
H -0.509725 -1.954989 -0.683811 0.004 -0.221 -0.409
H 5.257604 -6.576998 4.267583 -0.321 0.507 -0.037
H 1.362365 -1.534622 5.306416 0.160 0.030 -0.582
H 4.639373 -0.198770 1.956221 -0.945 -0.138 -0.102
H -5.803262 0.250009 1.328899 0.354 -0.204 -0.004
H 2.357214 -1.790078 2.947286 -0.706 -0.296 1.466
H 5.491410 1.800333 1.076872 -0.625 0.442 0.443
H 2.298743 -4.378686 1.206498 0.476 0.418 -0.622
H -4.462194 1.402621 -0.417721 0.005 -0.181 0.150
H 3.890019 2.401607 0.522107 0.180 -0.215 0.425
H 4.217320 -0.035872 0.232542 -0.076 0.029 0.310
H 0.194914 -0.604465 4.274974 0.907 -1.271 0.298
H 3.680710 -2.785122 5.822967 -0.217 0.124 -0.104
H -2.159295 -0.409838 3.606963 -0.500 0.048 -0.365
H 2.376531 -6.865972 2.199627 -0.090 0.615 0.123
H 4.168235 2.281498 2.298711 0.348 -0.358 -0.624
H -0.843211 -3.576956 0.022007 -0.137 -0.041 -0.145
H 4.468378 -2.374016 3.197889 -0.292 -0.268 0.144
```
Positions in Å, forces in eV/Å.

Computed properties:
Net charge: -2
Maximum force (Eh/bohr): 0.1042
Frontier orbital gap (alpha / beta) (hartree): 0.1190 / 0.2023
DFT total energy (eV): -79723.2041
Spin multiplicity: 5
HOMO level (alpha / beta) (eV): 1.60 / -0.71
Relative energy (zero: lowest compared OMol25 entry of this formula, charge and spin) (eV): 0.000